Record 1
Molecular formula: C34H49N7O4PPt
Method: DFT, wB97M-V/def2-TZVPD

Computed properties:
charge	-1
LUMO	2.670	eV

Atoms and positions in Å:
1 Pt 0.365 1.445 -0.315
2 O 0.923 3.461 -0.386
3 C 0.169 4.174 0.426
4 C 0.746 5.138 1.268
5 C -0.032 5.920 2.104
6 C -1.417 5.792 2.121
7 C -2.007 4.858 1.285
8 C -1.245 4.038 0.455
9 C -1.909 3.136 -0.472
10 N -1.319 2.159 -1.058
11 N -2.004 1.434 -1.987
12 C -1.239 1.034 -3.005
13 O -0.102 1.424 -3.326
14 C -1.904 -0.037 -3.831
15 C -1.121 -1.092 -4.288
16 C -1.689 -2.117 -5.032
17 C -3.044 -2.086 -5.341
18 C -3.826 -1.030 -4.892
19 C -3.260 -0.014 -4.132
20 H 1.824 5.234 1.253
21 H 0.450 6.643 2.753
22 H -2.023 6.411 2.770
23 H -3.087 4.752 1.267
24 H -2.940 3.321 -0.759
25 H -0.066 -1.096 -4.043
26 H -1.075 -2.943 -5.370
27 H -3.487 -2.883 -5.926
28 H -4.883 -1.000 -5.131
29 H -3.867 0.798 -3.752
30 O 5.188 2.016 -0.034
31 C 4.079 1.888 -0.555
32 O 3.151 1.068 -0.306
33 C 3.779 2.885 -1.727
34 N 2.492 2.454 -2.361
35 C 2.738 2.033 -3.766
36 C 4.236 1.745 -3.786
37 C 4.810 2.814 -2.850
38 H 3.655 3.876 -1.297
39 H 1.737 3.130 -2.234
40 H 2.222 1.653 -1.740
41 H 2.486 2.869 -4.418
42 H 2.083 1.200 -4.001
43 H 4.642 1.791 -4.796
44 H 4.431 0.749 -3.383
45 H 4.893 3.770 -3.374
46 H 5.782 2.559 -2.435
47 N 0.230 -0.471 -0.090
48 P -0.152 -1.336 1.129
49 N -1.514 -2.345 1.010
50 C -2.808 -1.638 0.945
51 C -3.286 -1.461 -0.489
52 C -3.544 -2.827 -1.148
53 C -2.730 -3.922 -0.448
54 C -1.367 -3.399 -0.021
55 N 1.045 -2.481 1.332
56 C 0.987 -3.429 2.434
57 C 1.857 -4.637 2.110
58 C 3.337 -4.225 2.006
59 C 3.466 -2.755 1.581
60 C 2.338 -2.351 0.642
61 N -0.445 -0.596 2.612
62 C -1.205 -1.210 3.702
63 C -2.083 -0.168 4.385
64 C -1.221 0.915 5.057
65 C 0.138 1.032 4.353
66 C -0.006 0.785 2.858
67 H -2.692 -0.666 1.429
68 H -3.553 -2.194 1.529
69 H -2.518 -0.913 -1.032
70 H -4.182 -0.837 -0.513
71 H -3.265 -2.776 -2.203
72 H -4.607 -3.082 -1.117
73 H -2.595 -4.786 -1.103
74 H -3.261 -4.282 0.439
75 H -0.833 -3.011 -0.898
76 H -0.765 -4.212 0.392
77 H -0.052 -3.726 2.591
78 H 1.335 -2.977 3.377
79 H 1.517 -5.045 1.154
80 H 1.717 -5.418 2.861
81 H 3.842 -4.868 1.280
82 H 3.841 -4.380 2.964
83 H 4.427 -2.569 1.100
84 H 3.428 -2.102 2.458
85 H 2.356 -2.989 -0.254
86 H 2.462 -1.325 0.303
87 H -0.535 -1.657 4.450
88 H -1.808 -2.019 3.296
89 H -2.737 -0.655 5.112
90 H -2.730 0.282 3.627
91 H -1.072 0.679 6.114
92 H -1.739 1.876 5.018
93 H 0.843 0.303 4.763
94 H 0.574 2.021 4.510
95 H 0.947 0.959 2.359
96 H -0.716 1.510 2.438

***

Record 2
Molecular formula: C34H50AsF5NOP2RhS5Te
Method: DFT, wB97M-V/def2-TZVPD

Computed properties:
charge	-2
expectation value of S²	6.02
spin multiplicity	5
relative energy (zero: lowest compared OMol25 entry of this formula, charge and spin)	32.6	kcal/mol
LUMO (alpha / beta)	3.242 / 3.241	eV

Atoms and positions in Å:
1 Rh -0.501 1.251 0.941
2 S -1.177 -0.943 4.708
3 C -0.586 -0.029 3.539
4 S -0.828 1.676 3.308
5 S 0.257 -0.691 2.161
6 F 3.862 -2.214 -0.520
7 Te 2.434 -0.990 -0.263
8 F 3.766 0.138 0.717
9 F 1.619 -2.276 -1.607
10 F 2.901 0.073 -1.812
11 F 0.281 0.777 -0.812
12 O 1.401 1.958 1.370
13 C 1.808 3.704 -1.249
14 As 1.997 3.457 0.619
15 C 1.351 5.173 1.510
16 C 3.818 3.191 1.140
17 C 4.756 4.337 0.903
18 C 5.312 4.570 -0.367
19 C 6.240 5.564 -0.536
20 C 6.474 6.465 0.506
21 C 5.938 6.293 1.761
22 C 5.045 5.259 1.957
23 H 2.423 4.579 -1.604
24 H 0.748 3.873 -1.472
25 H 2.114 2.777 -1.761
26 H 0.930 5.833 0.754
27 H 2.179 5.658 2.102
28 H 0.608 4.743 2.178
29 H 4.165 2.370 0.551
30 H 3.805 2.879 2.162
31 H 4.943 4.066 -1.249
32 H 6.851 5.660 -1.490
33 H 7.270 7.184 0.308
34 H 6.259 7.005 2.515
35 H 4.408 5.174 2.870
36 C -5.674 1.443 -1.943
37 C -4.268 1.869 -1.502
38 C -4.278 3.425 -1.381
39 C -3.102 1.535 -2.518
40 P -3.769 1.146 0.216
41 N -2.187 1.186 0.237
42 C -4.195 -0.807 0.165
43 C -3.842 -1.379 -1.192
44 C -5.630 -1.137 0.504
45 C -3.273 -1.514 1.243
46 C -4.574 2.056 1.894
47 C -4.244 1.238 3.152
48 C -3.759 3.424 1.882
49 C -6.097 2.259 1.888
50 H -5.822 1.556 -3.026
51 H -6.403 2.096 -1.457
52 H -5.955 0.400 -1.717
53 H -4.415 3.939 -2.368
54 H -3.340 3.799 -0.950
55 H -5.112 3.742 -0.729
56 H -3.003 2.280 -3.363
57 H -3.339 0.610 -3.034
58 H -2.129 1.446 -2.050
59 H -4.404 -0.973 -2.053
60 H -4.042 -2.473 -1.223
61 H -2.757 -1.229 -1.409
62 H -6.351 -1.057 -0.285
63 H -6.065 -0.546 1.300
64 H -5.720 -2.203 0.794
65 H -2.177 -1.198 1.283
66 H -3.207 -2.578 0.932
67 H -3.775 -1.451 2.224
68 H -3.194 1.108 3.281
69 H -4.822 0.304 3.180
70 H -4.517 1.890 4.055
71 H -2.866 3.420 1.257
72 H -3.348 3.627 2.854
73 H -4.379 4.228 1.559
74 H -6.570 1.233 1.880
75 H -6.426 2.757 0.953
76 H -6.455 2.775 2.784
77 S 1.848 -8.355 0.295
78 P 1.479 -6.648 -0.542
79 S -0.109 -5.505 -0.424
80 C 2.780 -5.675 0.288
81 C 4.093 -6.061 -0.108
82 C 5.131 -5.478 0.585
83 C 4.945 -4.473 1.513
84 C 3.649 -4.152 1.906
85 C 2.557 -4.738 1.252
86 C 1.940 -6.737 -2.318
87 C 2.126 -7.950 -2.978
88 C 2.740 -7.996 -4.281
89 C 3.205 -6.859 -4.886
90 C 3.023 -5.634 -4.217
91 C 2.335 -5.547 -2.965
92 H 4.267 -6.862 -0.842
93 H 6.127 -5.876 0.385
94 H 5.799 -4.055 1.988
95 H 3.430 -3.536 2.774
96 H 1.507 -4.527 1.425
97 H 1.835 -8.849 -2.441
98 H 2.899 -9.007 -4.676
99 H 3.742 -6.957 -5.859
100 H 3.357 -4.673 -4.534
101 H 1.914 -4.637 -2.493

***

Record 3
Molecular formula: C34H50Br2N2O6SSi
Method: DFT, wB97M-V/def2-TZVPD

Computed properties:
SMILES	CC(=O)OCCCCc1cccc2c1Sc1cc(CCO[Si](C)(C)C)cc(CCCCN)c1N2[C@@H](Br)[C@H](C)Br.C[C@@H]1COC(=O)O1
LUMO	-0.127	eV

Atoms and positions in Å:
1 C -2.517 -5.834 2.097
2 C -2.944 -6.027 0.492
3 O -1.900 -6.121 -0.376
4 O -4.362 -6.099 0.050
5 C -4.701 -4.877 -0.748
6 C -4.889 -3.667 0.357
7 C -5.904 -2.464 -0.122
8 C -6.631 -1.875 1.225
9 C -6.398 -0.264 1.484
10 C -7.792 0.632 1.703
11 C -7.671 2.251 1.958
12 C -6.194 2.960 2.003
13 C -4.750 2.137 1.811
14 C -4.939 0.497 1.539
15 S -3.351 -0.498 1.243
16 C -2.230 0.770 0.354
17 C -1.144 0.306 -0.828
18 C -0.207 1.434 -1.599
19 C 0.865 1.109 -2.806
20 C 2.415 1.611 -2.449
21 O 2.822 1.046 -1.145
22 Si 3.737 -0.445 -1.329
23 C 2.811 -1.794 -2.414
24 C 3.902 -1.234 0.446
25 C 5.438 -0.157 -2.205
26 C -0.387 3.006 -1.102
27 C -1.472 3.476 0.074
28 C -1.532 5.090 0.441
29 C -0.060 5.785 0.638
30 C 0.475 5.833 2.189
31 C 2.043 5.360 2.359
32 N 2.233 3.882 2.622
33 C -2.441 2.349 0.814
34 N -3.421 2.849 1.840
35 C -2.850 3.036 3.213
36 Br -4.010 2.284 4.707
37 C -1.319 2.521 3.452
38 C -1.121 0.901 3.578
39 Br -0.781 3.265 5.277
40 H -2.171 -4.700 2.239
41 H -3.416 -6.088 2.814
42 H -1.633 -6.595 2.327
43 H -3.773 -4.620 -1.441
44 H -5.624 -5.029 -1.454
45 H -5.276 -4.180 1.356
46 H -3.793 -3.283 0.607
47 H -6.636 -2.905 -0.925
48 H -5.222 -1.659 -0.673
49 H -6.302 -2.436 2.202
50 H -7.798 -2.079 1.097
51 H -8.877 0.156 1.656
52 H -8.619 2.953 2.091
53 H -6.078 4.130 2.200
54 H -1.027 -0.827 -1.150
55 H 0.820 0.001 -3.194
56 H 0.534 1.789 -3.726
57 H 3.084 1.232 -3.356
58 H 2.355 2.802 -2.413
59 H 3.434 -2.779 -2.530
60 H 2.676 -1.288 -3.482
61 H 1.762 -1.933 -1.910
62 H 2.783 -1.450 0.794
63 H 4.534 -2.221 0.401
64 H 4.325 -0.415 1.170
65 H 5.846 0.940 -2.123
66 H 6.193 -0.974 -1.803
67 H 5.307 -0.394 -3.366
68 H 0.315 3.804 -1.645
69 H -2.136 5.218 1.440
70 H -2.091 5.707 -0.399
71 H -0.170 6.913 0.263
72 H 0.786 5.320 -0.051
73 H -0.184 5.152 2.877
74 H 0.388 6.933 2.645
75 H 2.705 5.618 1.401
76 H 2.474 5.982 3.273
77 H 1.567 3.289 2.068
78 H 2.208 3.644 3.640
79 H -2.842 4.212 3.421
80 H -0.516 3.005 2.711
81 H -0.432 0.686 4.527
82 H -0.504 0.484 2.653
83 H -2.102 0.282 3.728
84 C 9.121 -4.874 -4.271
85 C 8.294 -3.607 -4.331
86 C 8.134 -2.917 -3.010
87 O 6.935 -2.187 -3.199
88 C 6.198 -2.892 -4.112
89 O 5.033 -2.667 -4.383
90 O 6.948 -3.888 -4.678
91 H 8.994 -5.460 -5.187
92 H 10.183 -4.641 -4.145
93 H 8.808 -5.517 -3.441
94 H 8.699 -2.932 -5.096
95 H 8.966 -2.246 -2.781
96 H 7.986 -3.606 -2.171